Computed, not measured: 4 unconnected molecules or ions with the total composition C2H9NO5 in a non-equilibrium geometry, with wB97M-V/def2-TZVPD.

As for the LUMO energy: 0.001 Ha. Its orbital gap is 10.4708 eV. As for the SMILES: O=CNC=O.O.O.O. The molar mass comes out at 127.096 g mol⁻¹. The electronic energy comes out at -512.5432 hartree.

Last column: Löwdin charge in e.
CARTESIAN COORDINATES (ANGSTROEM)
O: -1.097 -1.010 -1.026  0.081
C: -2.065 -0.657 -0.420  -0.280
N: -2.191 0.663 0.132  0.074
C: -1.421 1.675 -0.439  -0.339
O: -1.311 1.857 -1.618  0.074
H: -2.876 -1.364 -0.231  0.130
H: -1.979 0.641 1.126  0.123
H: -0.901 2.346 0.265  0.137
O: 0.696 -0.912 1.416  -0.059
H: 0.168 -1.707 1.465  0.058
H: 0.966 -0.818 2.341  0.073
O: 2.811 -1.760 -0.496  -0.051
H: 2.558 -1.469 -1.382  0.048
H: 2.015 -1.514 -0.038  -0.032
O: 2.708 0.908 1.505  -0.043
H: 3.530 0.478 1.484  0.011
H: 2.066 0.420 0.973  -0.005